# 1
{"formula": "C14H27N3O7", "method": "wB97M-V/def2-TZVPD", "total_charge": 0, "smiles": "COC[C@H](C#N)[C@@H](C#N)ON=O.COCCOC.COCCOC", "e_lumo_ev": -1.0, "species": ["C", "O", "C", "C", "C", "N", "C", "C", "N", "O", "N", "O", "H", "H", "H", "H", "H", "H", "H", "C", "O", "C", "C", "O", "C", "H", "H", "H", "H", "H", "H", "H", "H", "H", "H", "C", "O", "C", "C", "O", "C", "H", "H", "H", "H", "H", "H", "H", "H", "H", "H"], "xyz": [[5.02551, -5.34047, 1.84973], [4.80165, -3.98142, 1.52629], [3.50719, -3.52777, 1.80143], [3.30772, -3.24360, 3.30519], [1.93882, -2.77284, 3.51223], [0.80547, -2.66325, 3.68001], [4.34521, -2.24558, 3.82900], [4.62729, -1.14507, 2.88760], [4.89729, -0.32505, 2.12858], [3.89705, -1.77061, 5.08724], [4.90172, -0.87548, 5.68018], [5.41527, -1.38345, 6.57753], [4.38010, -5.69551, 2.65472], [6.05867, -5.47374, 2.16119], [4.85919, -5.98088, 0.98137], [2.72536, -4.20674, 1.45210], [3.36721, -2.59301, 1.25988], [3.45161, -4.17196, 3.85407], [5.28656, -2.78200, 3.97699], [-1.37586, 0.81651, -0.39696], [-2.35419, -0.07743, -0.89935], [-1.87490, -0.90934, -1.94281], [-1.54233, -2.29885, -1.44658], [-0.44579, -2.28848, -0.54895], [-0.82596, -2.38100, 0.81627], [-1.76843, 1.25723, 0.51772], [-0.43828, 0.30539, -0.16706], [-1.18383, 1.61861, -1.11855], [-0.99828, -0.46138, -2.42097], [-2.66917, -0.98349, -2.69294], [-1.25969, -2.92000, -2.30292], [-2.42133, -2.74995, -0.97614], [-1.16728, -3.39520, 1.05185], [-1.61559, -1.66808, 1.06432], [0.04615, -2.15788, 1.41569], [-3.05655, 3.11113, -3.71595], [-2.23010, 4.16559, -3.25728], [-2.48303, 5.40397, -3.90014], [-3.32066, 6.32162, -3.03816], [-4.63034, 5.81291, -2.84501], [-4.81546, 5.19539, -1.58416], [-2.93467, 2.27529, -3.02763], [-4.11000, 3.39952, -3.73508], [-2.74919, 2.79121, -4.71786], [-2.97276, 5.24414, -4.86551], [-1.51516, 5.88019, -4.08589], [-3.41665, 7.28880, -3.54162], [-2.82611, 6.48814, -2.07641], [-4.85244, 5.94647, -0.78759], [-4.02211, 4.47652, -1.36623], [-5.76885, 4.67087, -1.61345]]}



# 2
{"formula": "C14H28AlBO6", "method": "wB97M-V/def2-TZVPD", "s_squared": 0.759, "total_charge": 1, "spin_multiplicity": 2, "e_lumo_ev": [-3.0, -7.5], "species": ["Al", "B", "H", "H", "H", "H", "O", "C", "O", "C", "C", "C", "H", "H", "H", "H", "H", "H", "O", "C", "O", "C", "C", "C", "H", "H", "H", "H", "H", "H", "C", "C", "O", "C", "H", "H", "H", "H", "H", "H", "C", "C", "O", "C", "H", "H", "H", "H", "H", "H"], "xyz": [[0.55305, 22.71297, -2.75825], [3.44349, 23.48647, -2.22477], [2.84305, 23.67823, -1.34901], [2.94709, 23.98999, -3.03981], [4.47115, 23.80888, -2.16006], [3.39227, 22.43266, -2.45085], [-0.18042, 19.83187, -2.41941], [-0.89115, 18.88213, -2.19443], [-1.72909, 18.90953, -1.10851], [-2.36345, 17.62322, -0.83819], [-2.06731, 16.80439, -2.13843], [-1.00862, 17.53885, -2.90866], [-3.41782, 17.88260, -0.74268], [-1.90959, 17.20338, 0.05949], [-3.02591, 16.77641, -2.65648], [-1.81563, 15.77224, -1.89470], [-1.25182, 17.78050, -3.94334], [-0.02439, 17.07095, -2.88725], [-1.31136, 21.84855, -0.61715], [-1.92872, 21.59207, 0.45702], [-3.26382, 21.78513, 0.51000], [-3.87550, 21.28615, 1.63830], [-2.70766, 21.14081, 2.59363], [-1.38976, 21.05515, 1.80037], [-4.42472, 20.35644, 1.48974], [-4.59945, 22.01278, 2.00713], [-2.89560, 20.24176, 3.18056], [-2.85295, 21.96482, 3.29220], [-1.02540, 20.05674, 1.55845], [-0.58699, 21.66117, 2.22035], [2.32190, 20.97911, 1.94931], [2.06025, 20.76695, 0.50715], [1.44395, 21.53483, -0.19139], [2.71824, 19.60461, -0.22832], [1.91617, 20.12527, 2.49193], [1.96743, 21.95545, 2.27980], [3.40567, 20.90884, 2.04200], [3.62598, 19.30595, 0.29600], [2.86113, 19.78820, -1.29320], [1.97362, 18.81375, -0.31879], [-1.90411, 26.33509, -5.29995], [-1.54119, 24.94736, -5.57311], [-0.98641, 24.24535, -4.73332], [-1.86321, 24.45727, -6.96277], [-2.97539, 26.31513, -5.50011], [-1.43798, 26.93242, -6.08354], [-1.69684, 26.61329, -4.26663], [-1.12189, 24.78027, -7.69366], [-2.82745, 24.81104, -7.32773], [-1.82238, 23.36803, -6.96657]]}



Looking at DFT total energy for the records above, in order, we have -33751.165 -34518.606 eV.